Record 1
17
Properties=species:S:1:pos:R:3:forces:R:3:mulliken_charge:R:1 method="wB97M-V/def2-TZVPD" charge=+1 lumo_ev=-4.912 smiles="[NH2+]=c1[nH]o[nH]n2c(=O)n1CO2" homo_energy_ha=-0.5128 gap_ev=9.04 relative_energy_ev=6.744 e_tot_ha=-616.90073
C -0.675316 0.324929 -1.425728 0.5 -1.8 1.3 0.29
C -1.014198 1.190935 0.703824 0.1 1.9 1.3 -0.23
C 1.113894 0.044543 0.014594 -0.8 0.7 0.6 0.42
N 0.022722 0.931488 -0.302360 0.0 -0.1 0.7 -0.03
N 0.912908 -1.211349 0.371816 1.8 -0.5 -0.1 -0.16
N -1.416274 -1.658811 -0.101594 -2.7 1.1 0.7 0.00
N 2.285517 0.626924 0.023267 -1.8 3.2 0.7 -0.27
N -1.784175 -0.410094 -0.735701 -1.8 0.3 -0.6 0.16
O -0.269039 0.244400 -2.525905 -0.8 0.0 0.3 -0.35
O -2.180204 0.418933 0.339990 1.0 -0.2 -0.7 -0.33
O -0.235411 -2.054619 -0.288887 1.1 -0.8 0.0 -0.18
H -0.689601 1.057571 1.790911 -0.3 -0.3 -1.5 0.29
H -1.343584 2.266233 0.587840 0.5 -1.1 0.2 0.27
H 1.719683 -1.894475 0.500407 -1.3 1.3 -0.1 0.31
H -1.974437 -1.664907 0.854862 1.9 -0.2 -2.0 0.31
H 3.093663 0.156003 -0.082430 3.2 -2.3 -0.1 0.20
H 2.433852 1.632296 0.275095 -0.8 -1.2 -0.8 0.29



Record 2
50
Properties=species:S:1:pos:R:3:forces:R:3:mulliken_charge:R:1 method="wB97M-V/def2-TZVPD" charge=0 lumo_ev=0.248 smiles=CCN1CCCC1.O.O.O.O.O.O.O.O.O.O homo_energy_ha=-0.3336 gap_ev=9.32 relative_energy_ev=2.613 e_tot_ha=-1055.51410
C -1.980144 0.410787 -0.789501 -0.4 0.8 0.0 -1.03
C -1.873638 0.648012 0.735335 0.3 0.0 -1.5 -0.63
N -0.454374 0.772422 1.039371 -0.3 0.8 1.6 0.15
C 0.213858 1.976662 0.539228 1.2 0.2 -0.9 0.14
C 1.189589 2.455064 1.589929 2.5 0.0 -0.2 -1.18
C 0.681488 1.895193 2.917602 0.2 1.1 -0.1 -0.63
C -0.236835 0.734846 2.542900 0.3 0.5 -1.1 -0.36
H -2.792545 1.061064 -1.112538 -0.2 -0.2 -0.5 0.38
H -2.139439 -0.568348 -1.226100 -0.2 -0.5 0.6 0.32
H -1.079327 0.766889 -1.293357 -0.1 0.1 0.2 0.31
H -2.468356 1.565172 0.887627 0.4 0.0 0.6 0.30
H -2.282763 -0.140284 1.355077 -0.1 -0.3 -0.1 0.60
H -0.392187 2.832359 0.287591 -0.9 0.0 0.5 0.12
H 0.782806 1.799808 -0.390763 -0.3 -0.3 0.1 -0.10
H 2.254503 2.203794 1.449957 -0.4 -1.4 -0.4 0.31
H 1.469301 3.512711 1.441997 -1.4 0.3 0.8 0.50
H 0.205775 2.768155 3.385437 -0.4 -0.7 0.4 0.22
H 1.455021 1.507712 3.581478 0.2 0.4 -0.1 0.40
H 0.268225 -0.221799 2.658217 -0.3 0.0 0.9 0.14
H -1.160463 0.877717 3.109150 -0.1 -0.7 -0.2 0.33
H -1.209794 2.967394 -1.182253 0.0 -0.6 -0.4 0.22
H -2.381706 3.824885 -1.729867 0.4 -0.1 0.2 0.33
O -1.562423 3.850431 -1.211727 -0.7 0.9 -0.2 -0.66
H -1.703324 -3.192109 1.246153 -1.2 -0.2 -0.1 0.41
H -3.112527 -3.252300 2.074138 0.2 -0.1 -0.7 0.26
O -2.164560 -3.113222 2.103490 0.5 0.4 1.2 -0.68
H -0.778910 -3.034505 -0.670040 -0.2 0.0 -0.3 0.46
H -0.815741 -4.391285 -0.032904 0.0 -0.3 0.0 0.33
O -1.404540 -3.717045 -0.387918 0.4 0.1 0.0 -0.78
H 2.687421 -1.919481 1.199926 0.0 0.1 0.0 0.31
H 3.414025 -1.135111 2.307111 -0.1 -0.1 0.0 0.29
O 3.496965 -1.432749 1.397497 0.1 0.1 -0.1 -0.63
H -1.757323 0.118817 -3.587134 0.1 0.5 -0.8 0.26
H -0.246508 0.629299 -4.081681 -0.6 0.5 -0.2 0.25
O -0.808324 0.146015 -3.466494 0.6 -0.6 0.7 -0.60
H -0.304659 -3.321446 2.988204 -0.3 0.7 -0.6 0.33
H 0.528063 -2.308178 2.017365 -0.9 -0.1 -0.1 0.16
O 0.549687 -3.013483 2.666972 1.3 -0.6 0.5 -0.65
H -0.116753 -1.319521 -2.982752 -0.4 0.1 -1.1 0.38
H 0.014145 -2.920772 -3.394332 -0.1 0.6 -0.3 0.23
O 0.010941 -2.239463 -2.719427 0.3 -0.9 1.5 -0.62
H 2.049291 0.154890 -1.186365 0.5 -0.6 0.5 0.44
H 3.614763 -0.133679 -1.381300 -0.2 -0.4 0.6 0.25
O 2.831502 0.286459 -1.730469 0.0 0.6 -0.8 -0.67
H 2.140058 1.086552 -3.098728 -0.6 0.3 -0.2 0.36
H 2.072237 2.546469 -3.327948 -0.2 0.5 -0.2 0.27
O 1.523244 1.773052 -3.461595 0.6 -0.7 0.1 -0.65
H 0.528443 -1.694341 -0.989939 0.8 -0.6 -0.1 0.09
H 0.341287 -0.659483 0.036694 0.1 0.4 1.1 0.43
O 0.904528 -1.444028 -0.123314 -0.8 0.2 -0.8 -0.39



Record 3
17
Properties=species:S:1:pos:R:3:forces:R:3:mulliken_charge:R:1 method="wB97M-V/def2-TZVPD" charge=0 lumo_ev=0.890 smiles="COC(N)N.N=C=O" homo_energy_ha=-0.3508 gap_ev=10.44 relative_energy_ev=2.309 e_tot_ha=-434.44130
C -1.187401 1.695468 -0.395007 -0.2 0.0 0.1 -0.74
C -0.794789 -0.640453 -0.284084 -0.6 -0.4 -0.4 0.16
O -0.807895 0.584741 0.383558 0.2 -0.2 0.1 -0.38
N -0.802140 -1.662400 0.734390 -0.3 -0.1 0.1 -0.65
H -0.300172 -2.474858 0.394769 0.0 0.0 0.1 0.28
H -1.738178 -0.743499 -0.878281 0.4 0.2 0.2 0.33
H -0.436328 1.945477 -1.146036 0.0 0.0 -0.1 0.30
H -2.156909 1.520444 -0.885081 0.2 0.0 0.1 0.34
H -1.276878 2.528584 0.301506 0.0 0.0 -0.1 0.23
C 2.160780 0.512793 0.815273 0.1 -0.4 0.1 0.61
N 0.386849 -0.770936 -1.128875 0.1 0.2 -0.1 -0.58
N 2.165454 -0.455013 1.511501 0.1 -0.9 0.6 -0.45
O 2.245829 1.330390 0.007113 0.0 1.2 -0.8 -0.43
H 1.992330 -0.623113 2.477173 0.0 0.2 0.2 0.29
H 0.269304 -1.526119 -1.793539 0.0 0.1 0.0 0.24
H 0.570337 0.080918 -1.645043 0.0 0.0 -0.1 0.19
H -0.290192 -1.302425 1.530664 0.1 -0.1 -0.1 0.27



Record 4
18
Properties=species:S:1:pos:R:3:forces:R:3:mulliken_charge:R:1 method="wB97M-V/def2-TZVPD" charge=0 lumo_ev=-0.147 homo_energy_ha=-0.3077 gap_ev=8.23 relative_energy_ev=8.502 e_tot_ha=-347.65076
C 1.691724 0.523961 0.111649 -0.8 0.1 1.5 -0.33
C 0.574560 0.840602 1.116866 -2.4 -1.3 0.8 -0.64
C -0.768259 1.154657 0.929331 4.7 0.4 2.4 -0.22
C -1.327802 1.262257 -0.357611 0.6 -0.5 -0.4 -0.16
C -1.054066 0.302842 -1.243717 -3.9 -1.5 -4.3 -0.36
C -0.767415 -1.203458 -1.263080 -0.4 0.0 2.9 -0.09
C -0.442107 -1.650799 0.052123 0.6 -1.9 -1.3 -0.88
H 1.772615 -1.359920 0.537615 -4.2 -4.5 -0.6 0.31
H 2.268721 1.347127 0.522276 1.4 0.0 -1.0 0.34
H 1.362767 0.710325 -0.998630 1.1 -1.0 2.2 0.24
H 0.806836 0.500849 2.196543 0.2 1.1 -1.7 0.43
H -1.151740 1.325147 1.915907 -1.4 0.3 -0.1 0.32
H -1.874962 2.119518 -0.688351 -0.4 0.3 0.0 0.40
H -1.720719 0.477841 -2.162989 1.5 0.2 0.8 0.21
H -1.286602 -1.933559 -2.606661 1.9 2.0 4.4 0.24
H -0.236930 -0.870499 1.125836 -1.0 -2.7 -4.1 0.41
H -0.229810 -2.811652 0.217275 -0.8 2.5 -0.3 0.24
O 2.383189 -0.735239 0.595617 3.2 6.6 -1.1 -0.48



Record 5
12
Properties=species:S:1:pos:R:3:forces:R:3:mulliken_charge:R:1 method="wB97M-V/def2-TZVPD" charge=0 lumo_ev=-0.860 homo_energy_ha=-0.3147 gap_ev=7.70 relative_energy_ev=5.828 e_tot_ha=-410.78911
C 0.644307 -0.613656 1.390866 -0.6 -1.2 2.2 -0.11
C -0.545264 -1.376479 1.035814 0.8 1.0 -3.3 -0.19
C -0.825622 -0.043349 -0.801631 -0.4 2.7 -1.4 0.48
H 1.500850 2.084654 -0.373184 -1.6 -3.0 -4.6 0.45
H 1.341405 -0.821559 2.163394 -0.4 -0.7 1.4 0.42
H -0.779378 -2.277896 1.504202 -0.4 -1.1 1.2 0.42
H -1.143702 1.473425 -2.101051 -0.1 -2.0 1.1 0.27
N 0.397496 0.484815 -0.438668 2.1 0.6 1.1 0.63
N 1.077777 0.382029 0.751338 -1.2 0.2 -4.2 -0.65
N -1.196774 -1.162296 -0.087453 0.3 -0.3 1.9 -0.45
N -1.509773 0.552663 -1.707963 -0.3 -0.1 -0.3 -0.71
O 1.038678 1.317649 -1.335664 1.7 3.8 5.0 -0.57



Record 6
20
Properties=species:S:1:pos:R:3:forces:R:3:mulliken_charge:R:1 method="wB97M-V/def2-TZVPD" charge=0 lumo_ev=1.027 homo_energy_ha=-0.3096 gap_ev=9.45 relative_energy_ev=3.489 e_tot_ha=-345.19963
C -0.411961 -1.746328 -0.273059 -1.7 2.8 0.0 0.45
C -3.014366 0.738429 0.002206 -1.6 1.0 -0.3 -1.06
C 3.087418 -0.206934 -0.051596 -2.7 1.9 -2.7 -1.00
C -1.684398 0.328605 0.586222 1.1 -1.4 -5.3 -0.24
C -0.979231 -0.582210 -0.496449 -0.2 -1.6 3.5 -0.91
C 2.031039 0.871749 0.321045 0.8 0.9 2.3 0.19
N 0.231147 -2.704367 0.030115 1.5 -2.8 0.6 -0.52
N 1.457775 1.877943 -0.172498 -0.5 0.8 -1.1 -0.53
H -3.507760 1.318792 0.846722 -0.2 -0.8 -1.4 0.29
H -2.970643 1.401719 -0.913254 0.5 -0.3 1.2 0.30
H -3.648928 -0.114698 -0.459859 1.0 1.0 1.6 0.30
H 3.189464 -0.306580 -1.170569 -0.1 0.0 1.2 0.25
H 3.973498 0.130392 0.369887 1.8 0.4 0.8 0.37
H 2.738485 -1.091358 0.387071 -0.2 -1.5 0.5 0.29
H -0.903315 1.022028 0.693842 0.3 2.0 0.4 0.22
H -1.734004 -0.184667 1.452988 -0.6 -1.8 2.9 0.44
H -0.955720 -0.338224 -1.474061 -0.2 1.4 -3.1 0.46
H 1.859399 1.002591 1.462832 0.4 -1.3 -1.4 0.27
H 1.481362 2.199682 -1.156534 0.5 -1.2 0.4 0.19
H -0.239257 -3.616570 0.014957 0.1 0.4 0.0 0.27



Copy entry 3 word for word.
17
Properties=species:S:1:pos:R:3:forces:R:3:mulliken_charge:R:1 method="wB97M-V/def2-TZVPD" charge=0 lumo_ev=0.890 smiles="COC(N)N.N=C=O" homo_energy_ha=-0.3508 gap_ev=10.44 relative_energy_ev=2.309 e_tot_ha=-434.44130
C -1.187401 1.695468 -0.395007 -0.2 0.0 0.1 -0.74
C -0.794789 -0.640453 -0.284084 -0.6 -0.4 -0.4 0.16
O -0.807895 0.584741 0.383558 0.2 -0.2 0.1 -0.38
N -0.802140 -1.662400 0.734390 -0.3 -0.1 0.1 -0.65
H -0.300172 -2.474858 0.394769 0.0 0.0 0.1 0.28
H -1.738178 -0.743499 -0.878281 0.4 0.2 0.2 0.33
H -0.436328 1.945477 -1.146036 0.0 0.0 -0.1 0.30
H -2.156909 1.520444 -0.885081 0.2 0.0 0.1 0.34
H -1.276878 2.528584 0.301506 0.0 0.0 -0.1 0.23
C 2.160780 0.512793 0.815273 0.1 -0.4 0.1 0.61
N 0.386849 -0.770936 -1.128875 0.1 0.2 -0.1 -0.58
N 2.165454 -0.455013 1.511501 0.1 -0.9 0.6 -0.45
O 2.245829 1.330390 0.007113 0.0 1.2 -0.8 -0.43
H 1.992330 -0.623113 2.477173 0.0 0.2 0.2 0.29
H 0.269304 -1.526119 -1.793539 0.0 0.1 0.0 0.24
H 0.570337 0.080918 -1.645043 0.0 0.0 -0.1 0.19
H -0.290192 -1.302425 1.530664 0.1 -0.1 -0.1 0.27